1 | Density functional theory data (ωB97M-V with the def2-TZVPD basis set) for a molecular structure, H8KO4.

Positions of all 13 atoms, in Å:
1 K 1.07054 -1.10715 0.40608
2 O -0.18946 1.38985 -0.44692
3 H -0.71446 0.91785 -1.06792
4 H 0.58554 1.81785 -0.87192
5 O -1.28546 -0.99315 -1.25692
6 H -1.29146 -1.54815 -2.03392
7 H -2.24546 -0.71615 -1.22392
8 O 2.78654 0.80885 0.65408
9 H 3.26754 0.84885 1.44508
10 H 3.42154 0.85885 -0.03792
11 O -1.48246 -0.81215 1.71508
12 H -1.97746 -1.43015 1.20208
13 H -1.94546 -0.03515 1.51708

Calculated values
HOMO-LUMO gap: 0.4247 Ha
E_LUMO: -0.1322 Eh
total charge: +1

---

2 | Density functional theory data (ωB97M-V with the def2-TZVPD basis set) for a molecular structure, H8KO4.

Positions of all 13 atoms, in Å:
1 K -18.77325 15.84690 16.33722
2 O -22.09183 18.70304 18.36327
3 H -22.89692 18.61463 17.85313
4 H -22.31456 19.32313 19.05761
5 O -19.77480 19.12448 13.25908
6 H -20.29089 18.96452 12.46896
7 H -20.22884 19.84188 13.70115
8 O -15.98038 12.97247 13.68675
9 H -15.08262 13.09512 13.37817
10 H -16.08171 12.02340 13.75909
11 O -17.58645 16.41907 20.83665
12 H -17.04768 17.20828 20.78096
13 H -18.11844 16.54659 21.62211

Calculated values
HOMO-LUMO gap: 0.3801 Ha
E_LUMO: -0.1456 Eh
total charge: +1

---

Relative energies with respect to the most stable structure, expressed in kJ/mol: 1 0.0; 2 81.5.

---

1 | Density functional theory data (ωB97M-V with the def2-TZVPD basis set) for a gas-phase ion, C6H12N3S (charge +1).

Positions of all 22 atoms, in Å:
1 C -1.52652 -0.77852 0.19615
2 C 0.92906 -0.27459 -0.05160
3 C -2.69137 -1.53250 0.74929
4 C -2.86397 1.22299 -0.04237
5 C 2.57381 1.05461 -1.09610
6 C 3.12888 -0.98735 0.36407
7 N -0.59176 1.29778 -0.35582
8 N -1.56145 0.54648 -0.07883
9 N 2.13767 -0.02007 -0.27723
10 S 0.03746 -1.58383 0.24634
11 H -2.57881 -2.53352 0.48130
12 H -2.62895 -1.46030 1.79219
13 H -3.62098 -1.40478 0.26317
14 H -2.77502 1.99905 -0.78234
15 H -3.72988 0.62887 -0.24272
16 H -3.01050 1.74029 0.89341
17 H 3.08301 0.72973 -2.03973
18 H 1.71268 1.52913 -1.35714
19 H 3.40005 1.62521 -0.48143
20 H 4.10582 -0.83621 0.03822
21 H 3.15710 -0.87724 1.49861
22 H 2.68870 -1.98613 0.09103

Calculated values
HOMO-LUMO gap (spin up / spin down): 0.2692 / 0.2692 Ha
E_LUMO (spin up / spin down): -0.1661 / -0.1660 Eh
total charge: +1

---

2 | Density functional theory data (ωB97M-V with the def2-TZVPD basis set) for a gas-phase ion, C6H12N3S (charge +1).

Positions of all 22 atoms, in Å:
1 C -3.58564 -0.35221 1.97083
2 N -2.45476 -0.33952 1.44627
3 N -1.35779 0.18208 1.30966
4 N -0.70683 0.75366 0.40263
5 C 0.72252 0.88955 0.63737
6 C 1.54245 -0.07568 -0.24872
7 C 1.75407 -1.41607 0.44636
8 C 0.86190 -0.26230 -1.61093
9 C 0.24955 1.03437 -2.10836
10 S -1.24312 1.42998 -1.14442
11 H -4.02655 0.51611 2.44907
12 H -4.14477 -1.27680 1.95894
13 H 0.91700 0.68325 1.69051
14 H 0.99382 1.92602 0.42860
15 H 2.51798 0.39076 -0.40827
16 H 2.25104 -2.10947 -0.22723
17 H 0.80815 -1.85713 0.75198
18 H 2.38391 -1.29476 1.32388
19 H 0.08671 -1.02977 -1.54643
20 H 1.59938 -0.60450 -2.33624
21 H 0.94881 1.86849 -2.05493
22 H -0.11783 0.94396 -3.13057

Calculated values
SMILES: C=[N+]=NN1C[C@@H](C)CCS1
HOMO-LUMO gap: 0.3350 Ha
E_LUMO: -0.1551 Eh
total charge: +1

---

Relative energies with respect to the most stable structure, expressed in kJ/mol: 1 231.5; 2 0.0.

---

1 | Density functional theory data (ωB97M-V with the def2-TZVPD basis set) for 2 unconnected molecules or ions with the total composition C5H13N3O.

Positions of all 22 atoms, in Å:
1 C 1.69115 -0.44263 -1.45927
2 C 0.86217 -0.99314 -0.32149
3 C 1.63155 -1.35341 0.93338
4 N -0.23832 -1.63627 -0.67907
5 O -0.63951 -2.55086 0.28100
6 H 2.27973 0.40589 -1.09961
7 H 1.03686 -0.11585 -2.27058
8 H 2.38301 -1.20277 -1.83109
9 H 1.99440 -2.38326 0.87584
10 H 2.51071 -0.71306 1.03004
11 H 0.98696 -1.26290 1.81255
12 H -1.60983 -2.46874 0.35532
13 C -2.71999 0.89462 -0.09733
14 N -1.40510 1.33970 -0.53511
15 C -0.48505 1.31798 0.38648
16 N 0.49770 2.28054 0.38764
17 H -2.74471 0.50041 0.92586
18 H -3.06135 0.10509 -0.77523
19 H -3.44707 1.70929 -0.19108
20 H -0.62962 0.89050 1.39460
21 H 0.40756 2.93275 -0.38485
22 H 0.69873 2.74614 1.26199

Calculated values
SMILES: CC(C)=NO.C/N=C/N
HOMO-LUMO gap: 0.3429 Ha
E_LUMO: 0.0335 Eh

---

2 | Density functional theory data (ωB97M-V with the def2-TZVPD basis set) for C5H13N3O in the gas phase.

Positions of all 22 atoms, in Å:
1 C -1.65207 -0.89880 -1.48766
2 C -0.77959 0.44761 0.62528
3 C -1.58189 1.53037 0.29844
4 O -1.03055 -0.94080 -0.20891
5 H -0.91111 0.07853 1.63809
6 H -1.36004 -0.01243 -2.05691
7 H -2.73787 -0.91961 -1.38602
8 H -1.32419 -1.79480 -2.01535
9 H -2.26138 1.95173 1.02464
10 H -1.56751 1.97565 -0.68754
11 C 1.30457 -1.95377 0.52993
12 C 0.79209 0.42456 0.23070
13 N 1.18932 1.37458 -0.79699
14 N 1.53813 0.64567 1.44965
15 N 0.91095 -0.88295 -0.34569
16 H 0.88342 1.05735 -1.70982
17 H 0.76125 2.27721 -0.60108
18 H 1.04312 1.28913 2.05775
19 H 2.43989 1.04877 1.22047
20 H 0.99259 -2.90203 0.09375
21 H 0.94867 -1.85458 1.55794
22 H 2.40219 -1.94140 0.56932

Calculated values
HOMO-LUMO gap (spin up / spin down): 0.3425 / 0.2362 Ha
E_LUMO (spin up / spin down): 0.0323 / -0.0347 Eh

---

Relative energies with respect to the most stable structure, expressed in kJ/mol: 1 0.0; 2 238.7.